Record 1
Here is C37H29InN2O4P2 as an isolated structure in a non-equilibrium geometry from the OMol25 dataset. Energies are from ωB97M-V/def2-TZVPD.

Geometry as XYZ:
```
75
Properties=species:S:1:pos:R:3
C -3.39860 2.02948 -0.89513
N 2.35644 -0.55985 -0.70417
P -1.83351 -2.15124 -0.14617
C 0.86634 1.79080 2.59432
C -2.47336 -0.90187 2.25450
H 0.96126 3.66821 5.39953
H -0.75956 -3.97264 -2.04392
O 0.48828 -1.88700 -2.11195
C 5.05277 -1.00930 -1.06119
C 4.10984 -1.81231 -1.69865
H -6.24256 -1.67747 2.02601
H -3.98170 2.90178 -0.64345
In 0.09453 -0.34047 -0.66990
H 2.64735 4.39809 0.61043
H 4.65451 4.74324 -3.14984
H -3.61509 -2.03426 -1.84576
C -2.96585 -1.62050 1.17169
H 4.38939 -2.62621 -2.35184
C -4.68539 -0.74076 3.16959
O 6.90807 -0.27402 -2.19760
H 1.40675 1.99269 -2.71780
C -4.33020 -1.89849 1.09471
C 1.68607 -2.38595 -2.18283
H -2.24012 -7.76928 -0.72834
H -3.08052 -4.25413 1.55711
C -2.66716 -1.52564 -1.68404
O 7.18909 -2.00389 -0.72514
H 0.25446 4.89338 1.36228
N -1.66969 0.68924 -1.36767
C 4.60041 0.01235 -0.22342
H -2.94397 0.09777 4.09459
C -0.97998 3.01148 -0.81304
H 2.85491 0.99804 0.56360
C -1.95666 -3.95611 -0.25494
H -1.34028 3.82777 -0.18697
C 0.59359 4.41898 3.42472
H -5.35630 -0.39806 3.94639
H 4.38593 5.42914 -0.79783
O 1.98534 -3.42722 -2.72472
C 1.88810 3.16203 -0.97752
C 3.24850 0.20734 -0.06722
H -4.94066 0.44207 -1.23810
C -3.33069 -0.46131 3.25258
H -0.95734 -6.41460 -2.35541
C 2.74114 4.11121 -0.42853
C 3.05024 3.32184 -3.08461
C 2.05843 2.75719 -2.30426
C -2.63396 -4.72220 0.69038
C 3.87820 4.29675 -2.54335
H -1.98835 -1.74193 -2.51197
H -3.27645 -6.68885 1.23411
C -2.15130 -6.69936 -0.59219
H 0.48839 5.44461 3.75362
H 1.17832 1.32009 4.66292
C 0.47055 4.11080 2.07973
C 0.61845 2.79183 1.65511
C 6.59763 -1.12598 -1.35140
C -3.90431 0.74140 -1.21621
H -1.41177 -0.68572 2.31803
C -2.81634 -0.05437 -1.48582
C -1.33524 -4.56978 -1.34459
C 3.72525 4.68409 -1.22157
C 0.98213 2.10101 3.94021
C 0.85618 3.41922 4.35180
C -2.73825 -6.09251 0.50883
C -5.18425 -1.46010 2.09068
C -1.44023 -5.94034 -1.51152
H 0.97509 0.76393 2.26108
H -4.71821 -2.46103 0.25421
C -2.02722 1.95164 -0.97049
H 3.19581 2.99285 -4.10463
C 2.76679 -1.55502 -1.49633
H -0.69788 3.42051 -1.78642
H 5.30565 0.65719 0.28364
P 0.56276 2.29973 -0.08794
```

Its total energy is -73762.08526 eV. The calculation puts the HOMO energy at -7.417 eV. As for the lowest unoccupied orbital energy: -0.04894 Eh. The value obtained for the gap between HOMO and LUMO is 0.2236 Ha.



Record 2
Here is a 3-piece molecular cluster, C13H32NO4PS overall in a non-equilibrium geometry from the OMol25 dataset. Energies are from ωB97M-V/def2-TZVPD.

Geometry as XYZ:
```
52
Properties=species:S:1:pos:R:3
H -3.30730 -3.05153 0.53763
H 7.74867 0.43250 -2.67922
C 4.95213 1.11906 -0.86428
H 0.90114 -0.64733 -1.01788
N 3.81368 2.04705 -0.80842
C -2.11282 2.15612 4.08469
H -3.02716 -1.47060 -2.18390
C 6.95153 0.12994 -1.99902
H 1.19500 -0.97983 -3.20888
H 7.32908 0.23692 -0.97373
H -1.61488 1.17407 2.24140
C 5.93904 2.32902 -2.86470
P 1.87615 -0.82859 -2.00042
O -3.00244 0.05635 3.14627
H -4.92121 -2.14425 -1.14965
H 6.73125 -0.93122 -2.13835
H -5.53538 -3.64412 -0.46351
H -2.98316 2.44458 4.67620
H 5.02991 0.38563 -2.88430
H 6.20449 3.10184 -2.13435
S 3.00804 -2.33688 -1.61596
C 2.57146 1.54634 -1.16680
H -5.51732 0.30091 2.23683
H -4.39916 -1.04063 4.05834
H 6.75747 2.24059 -3.58477
H 4.01311 2.92775 -1.26665
C 5.66903 0.96502 -2.21028
C -5.37921 0.69067 3.24650
H -1.78542 0.12431 -0.68971
H -4.02024 0.44810 4.90947
H 5.06614 2.66473 -3.43748
O 1.51620 1.83827 -0.67055
C -2.17481 -1.79831 -1.57701
H -2.91220 -0.85430 0.24413
O -2.28322 -3.17140 -1.26136
H -5.25494 1.77218 3.17720
H -6.28596 0.49922 3.82101
H -4.79977 -3.64337 -2.07554
O 2.62353 0.60239 -2.19814
H -1.29274 -1.72122 -2.21627
H -1.19879 -1.24895 0.27108
C -4.73858 -3.21727 -1.07329
C -2.01012 -0.89434 -0.36764
H 5.67788 1.45438 -0.11443
H -1.60135 3.07000 3.78193
C -2.49771 1.34864 2.85687
C -3.38820 -3.52453 -0.44769
H 4.60322 0.13437 -0.53049
H -1.44582 1.57797 4.72530
C -4.19066 0.01980 3.91512
H -3.20890 1.90879 2.23848
H -3.28869 -4.59884 -0.29379
```

Its total energy is -43803.90725 eV. The calculation puts the HOMO energy at -9.092 eV. As for the lowest unoccupied orbital energy: 0.02289 Eh. The value obtained for the gap between HOMO and LUMO is 0.3570 Ha.



Record 3
Here is C25H60HgN3O10S2 as an isolated structure in a non-equilibrium geometry from the OMol25 dataset. Energies are from ωB97M-V/def2-TZVPD.

Geometry as XYZ:
```
101
Properties=species:S:1:pos:R:3
O 1.06550 -3.27195 -2.06246
H -3.15822 5.72288 -0.43074
C -2.73581 -3.45586 2.17305
H 1.72823 -2.10774 4.34517
C 0.91267 -3.48705 2.87404
H -3.50468 -1.55040 -1.69066
H -3.08316 -2.66457 2.83611
H -0.71337 -2.12940 3.45297
C 4.59120 1.43557 -1.76852
H 0.96823 -4.55373 2.62494
C 5.22425 0.90290 -3.03005
H -0.05151 0.36188 2.90462
H 2.18097 1.18542 -2.90191
H 2.90426 0.78406 -0.53254
C -0.79317 0.94531 -1.04969
H 0.86247 -3.55562 -4.04307
N 1.46653 -2.90676 1.59847
H 0.13540 1.46167 -1.31195
H 0.72825 -5.05733 -3.09945
N -2.52984 6.37936 0.04477
C 0.89083 4.68478 -1.79040
H 2.40061 -3.28722 1.45016
O -0.19234 5.35051 -1.19451
C 2.66509 0.23535 -2.65525
O 0.69432 -0.79618 -0.34865
H 2.77493 -3.45674 3.89758
H 3.13030 1.23197 4.87207
H -1.49089 3.87270 -0.55870
H -3.06823 5.21638 2.29961
O 2.79640 1.85798 1.72423
H 1.43824 -3.75649 4.95559
H -3.68179 0.98263 -1.78289
H 5.97047 0.12344 -2.87983
C -1.38221 -2.38300 -3.50625
H -5.32379 0.91046 -2.31860
S 3.89829 0.06567 -3.94310
C -4.71229 0.93678 -1.40919
H -0.02102 4.06935 0.40781
C 2.35582 1.77610 4.34345
S 2.12156 1.06116 2.71518
H -0.87959 -3.86502 3.87764
H 5.63894 1.62578 -3.73195
H -4.92751 1.83592 -0.83876
H -0.99121 2.33264 4.01875
H -1.51968 4.45503 2.59875
H -0.84411 6.21207 1.28673
H 3.93870 -0.50606 -1.10719
C -4.92101 -0.34448 -0.61098
C -4.58397 -1.55668 -1.47876
H -5.16158 -1.65589 -2.39546
O 2.35937 -0.36884 2.76765
H 2.92512 -3.25291 -3.00705
H 1.70880 -1.90997 1.67829
H -3.23964 -3.30099 1.22147
H -5.95326 -0.39793 -0.26843
H -2.94556 -4.46211 2.53688
H 0.02273 1.63637 1.65331
C -0.55427 -3.15744 3.10731
H 1.40320 5.38435 -2.44783
H -2.51178 -3.64939 -1.66445
H -1.58609 -4.51227 -3.72307
H 0.39364 3.30838 3.52621
H -0.82297 -1.63007 -2.95146
H -2.01881 6.71629 -0.77777
O -4.06829 -0.33927 0.52005
C 2.48154 -3.46808 -2.03348
H 1.93171 -0.56409 -2.69322
H -2.54429 3.72262 1.39155
C 0.34652 1.34771 2.64759
C 1.73961 -3.16306 4.08979
H -1.63526 -5.00328 -1.52062
C -2.25321 4.68566 1.81708
H 2.86876 -2.75632 -1.30683
C -0.48392 -0.38246 -0.42353
H -1.11572 -2.26379 -4.56162
C 0.94726 1.77787 4.96161
C 3.46987 0.44397 -1.39530
H -2.45032 -2.15296 -3.48537
H 5.28143 1.47077 -0.92357
H -1.32150 1.61244 -0.36885
C 0.45466 -3.99530 -3.12990
O -1.33078 -3.32888 1.92997
H 2.71835 -4.49021 -1.72606
O 4.24673 -1.33273 -4.09939
H 0.95534 2.49817 5.77769
H 1.59226 4.28874 -1.04805
H 4.20802 2.45346 -1.85014
H -1.34812 0.86580 -1.98519
Hg -0.13345 -3.11444 -0.05979
H 0.62764 0.79285 5.29708
H 2.58497 2.82063 4.14129
H -4.68379 -2.47022 -0.87718
C -0.79452 4.62677 -0.15278
O 3.46927 0.84669 -5.07425
C -1.05431 -3.81233 -3.08341
N -1.55360 -3.99499 -1.65031
H 0.53856 3.86143 -2.43337
C 0.07684 2.30162 3.81054
O -1.46029 -1.06968 0.03235
C -1.54628 5.54628 0.78533
H -3.15364 -0.33247 0.19903
```

Its total energy is -77682.08139 eV. The calculation puts the HOMO energy at -11.149 eV. As for the lowest unoccupied orbital energy: -0.10779 Eh. As for the charge: +1. The value obtained for the gap between HOMO and LUMO is 0.3019 Ha.



Record 4
Here is C6H12N2O as an isolated structure in a non-equilibrium geometry from the OMol25 dataset. Energies are from ωB97M-V/def2-TZVPD.

Geometry as XYZ:
```
21
Properties=species:S:1:pos:R:3
H -2.01994 0.04918 0.51641
C -0.40247 -0.49408 1.63489
H 2.26174 2.36897 -0.19065
H 3.05186 1.33687 -1.97422
H -1.21625 -1.63531 -0.38266
C -1.78704 0.21356 1.81775
C 0.37273 -0.28475 0.36569
H -1.57412 0.54289 -1.07530
H 0.11709 -0.17959 2.49681
C -0.32121 -1.03289 -0.80931
H 1.21258 -1.08271 0.37989
N 2.65892 0.59487 -1.18556
C 1.76166 1.30044 -0.47253
H -1.97144 1.70040 2.45279
C -0.94043 -0.22803 -1.71232
H 0.19094 -1.65110 -1.49187
O -0.97346 -0.29503 -3.13878
N 0.62041 0.98057 0.08364
H 2.20882 -0.17015 -1.69158
H -2.40862 -0.57177 2.75814
H -0.84177 -1.46235 1.61877
```

Its total energy is -11435.12826 eV. The calculation puts the HOMO energy at -9.327 eV. As for the lowest unoccupied orbital energy: 0.00926 Eh. The value obtained for the gap between HOMO and LUMO is 0.3520 Ha.



Record 5
Here is C19H26AlBeBr4F5MgN4NaO9P as an isolated structure in a non-equilibrium geometry from the OMol25 dataset. Energies are from ωB97M-V/def2-TZVPD.

Geometry as XYZ:
```
72
Properties=species:S:1:pos:R:3
C 4.86735 0.58489 1.71320
F -0.25415 2.80027 7.66688
C -0.01410 0.96548 -3.81012
C 1.91525 2.49366 -4.25434
H -1.65368 -3.34618 2.44168
Be 2.41445 -2.28438 -1.15809
O -0.85427 -4.48413 -0.02476
Al -0.13208 1.62498 8.92848
Br -0.55281 -4.52688 -5.32243
H -6.65913 1.80701 0.30204
H 5.60794 -0.23249 1.62352
O -4.14142 2.54174 0.31904
Br 0.91551 -3.73104 -2.54357
C 1.18325 0.20188 0.82753
C -0.74946 -1.21492 1.02135
H 4.28600 0.46190 2.64396
H 4.03804 -1.47695 0.80255
H -4.76045 1.83360 2.09968
H -0.51494 2.68792 1.48307
H 2.03212 -3.14267 0.17731
H -4.65636 3.54780 1.98539
O 1.74693 -0.47331 3.58120
C 2.65104 1.38363 -4.97925
H 2.02280 0.92231 -5.74454
H -2.34495 1.51773 0.64176
C -0.82287 1.88260 -1.97387
H 0.72726 3.49039 -1.96841
O 1.37258 1.65779 3.35756
H 3.73095 -0.85748 -0.83001
C 1.05897 -4.66065 -4.25250
O 3.94234 0.60485 0.60782
C 3.51920 -0.66716 0.25928
C 0.03160 -2.32539 0.66407
N 1.57621 0.67101 4.11079
H 3.53606 1.78055 -5.47263
O 1.61395 0.80456 5.31471
H -1.51400 1.96816 -1.15636
C -2.18666 -1.71777 1.26013
Na -2.37316 -5.61507 -1.27365
H -2.65249 -0.03654 -1.98881
O -7.17091 2.84685 1.94147
O -3.21562 -1.16214 1.23727
H -1.51463 -1.16048 -2.75965
H 2.96314 0.60211 -4.28310
H 1.56407 3.24561 -4.96214
H 2.59087 2.98022 -3.55192
C 1.43631 -2.23110 0.40669
C -6.51346 2.72054 0.90418
H 1.60161 1.21149 0.88993
N -2.03697 -3.13357 1.51396
N -0.96552 0.86064 -2.87866
P -1.26753 1.48154 1.57548
H -2.58034 -0.14448 -3.76001
Mg 0.11424 -1.61155 -5.50871
H -6.55439 3.53354 0.15856
C -1.99648 -0.18740 -2.84328
C -0.18784 0.07121 1.11323
Br 4.33297 -3.66906 -0.88998
F -1.40437 1.88316 10.07538
Br 2.62603 -4.10369 -5.22987
H 5.41590 1.53731 1.69702
F 1.39724 1.78466 9.72400
C -0.96583 -3.50943 0.63790
O -1.81742 1.30251 2.93256
H 0.10915 0.29162 -4.68378
F -0.27602 0.03454 8.26400
C -4.81779 2.65239 1.36327
F -3.01488 -3.60649 -0.78637
C 2.00703 -0.87418 0.50621
N 0.75171 2.01283 -3.49787
H 1.18615 -5.71083 -4.02258
C 0.25073 2.60989 -2.36281
```

Its total energy is -364410.88297 eV. The calculation puts the HOMO energy at -7.160 eV. As for the lowest unoccupied orbital energy: -0.13627 Eh. The value obtained for the gap between HOMO and LUMO is 0.1269 Ha.



Record 6
Here is one molecule with the formula C5H8O2 in a non-equilibrium geometry from the OMol25 dataset. Energies are from ωB97M-V/def2-TZVPD.

Geometry as XYZ:
```
15
Properties=species:S:1:pos:R:3
H -2.28793 0.82994 1.39994
C -1.98789 0.87389 0.44328
O -1.79779 -1.48924 0.10600
H 3.16005 0.79357 0.77831
C -1.02587 -0.27932 0.20224
H -1.34714 -2.09002 -0.43429
H 1.54791 0.35581 -1.45022
C 3.00004 -0.08953 0.16330
C 1.54251 0.00528 -0.37133
H 3.61771 0.02261 -0.71173
O -3.04973 0.74823 -0.54800
H 3.20950 -1.03451 0.86818
C 0.27265 -0.16389 0.02288
H -1.58733 1.75964 0.06872
H -3.26670 -0.24245 -0.53728
```

Its total energy is -9406.40632 eV. The calculation puts the HOMO energy at -9.021 eV. As for the lowest unoccupied orbital energy: 0.02345 Eh. The value obtained for the gap between HOMO and LUMO is 0.3550 Ha.